1.
{"formula": "C8H10BBrNO4", "method": "the ωB97M-V functional and the def2-TZVPD basis", "species": ["Br", "H", "C", "O", "H", "C", "O", "C", "C", "N", "C", "H", "O", "O", "H", "H", "H", "H", "H", "C", "H", "B", "H", "C", "C"], "xyz": [[-0.91, -0.93, 0.93], [3.30, -3.95, 0.20], [1.66, -2.50, 0.36], [-3.09, 4.74, 0.57], [2.03, -2.20, -0.62], [2.44, -3.75, 0.84], [-0.44, -3.82, 1.14], [0.19, 4.33, -0.70], [0.14, 2.91, -1.13], [-1.36, -4.70, 0.66], [-2.13, 4.18, 0.07], [-1.14, 1.13, -1.21], [1.11, 2.39, -1.64], [-1.01, -5.27, -0.31], [2.82, -3.61, 1.85], [-3.11, 2.25, -0.18], [1.87, -1.68, 1.06], [-0.34, -2.84, -0.88], [1.13, 4.85, -0.86], [-2.18, 2.77, -0.36], [1.81, -4.64, 0.83], [0.05, -2.71, 0.25], [-0.85, 5.96, 0.18], [-0.86, 4.92, -0.14], [-1.13, 2.17, -0.91]], "mulliken_charge": [-0.452, 0.294, -0.438, -0.576, 0.242, -0.951, -0.156, -0.334, 0.320, 0.168, 0.428, 0.563, -0.546, -0.370, 0.273, 0.413, 0.203, -0.215, 0.393, -0.359, 0.233, 0.218, 0.388, -0.338, -0.399], "e_lumo_ha": 0.033, "homo_energy_ha": -0.1947, "relative_energy_ev": 0.112, "total_charge": -1}

=====

2.
{"formula": "C8H10BNO3", "method": "the ωB97M-V functional and the def2-TZVPD basis", "species": ["H", "C", "O", "C", "H", "H", "H", "O", "H", "H", "H", "C", "C", "C", "B", "C", "H", "H", "C", "N", "O", "C", "H"], "xyz": [[0.03, 1.80, 0.55], [2.46, -0.43, 0.84], [-1.62, -2.43, -1.05], [0.18, -0.35, 0.05], [-0.20, -0.08, -1.97], [3.18, -0.55, 1.63], [-1.26, 2.97, 0.48], [-3.09, 1.29, 0.23], [-1.69, -0.63, 1.57], [-2.25, -3.06, -1.44], [-3.92, -0.38, -0.51], [-1.31, -0.29, 0.24], [1.91, 0.24, -1.45], [1.15, -0.40, 1.11], [-2.29, -1.28, -0.56], [2.83, -0.04, -0.43], [3.79, 0.19, -0.57], [2.25, 0.71, -2.33], [-1.86, 1.06, 0.25], [-0.92, 2.05, 0.41], [-3.61, -1.23, -0.87], [0.61, -0.11, -1.28], [0.78, -0.56, 2.15]], "mulliken_charge": [0.198, -0.637, -0.602, 0.084, 0.429, 0.399, 0.240, -0.765, 0.229, 0.307, 0.358, -0.161, -0.744, -0.113, 0.610, -0.356, 0.477, 0.438, 0.237, -0.232, -0.569, -0.101, 0.275], "e_lumo_ha": 0.017, "homo_energy_ha": -0.3366, "relative_energy_ev": 1.153, "total_charge": 0}

=====

3.
{"formula": "C8H10BeN2S", "method": "the ωB97M-V functional and the def2-TZVPD basis", "species": ["H", "H", "C", "C", "N", "H", "C", "H", "H", "H", "H", "C", "C", "Be", "C", "H", "H", "C", "H", "S", "N", "C"], "xyz": [[-1.05, 2.76, 0.69], [-1.45, -2.18, -0.30], [0.82, 0.07, -1.63], [-1.68, -0.14, -1.06], [-0.05, 2.52, 0.43], [-2.41, 0.64, -0.86], [2.42, 0.05, 0.04], [-1.40, -0.34, -2.10], [1.77, 1.97, -0.84], [-2.71, -1.15, 0.58], [2.76, -2.16, -0.01], [2.21, -1.30, -0.37], [1.58, 0.90, -0.73], [-0.50, 0.87, -0.50], [1.22, -1.31, -1.38], [0.89, -2.19, -1.95], [0.36, 0.41, -2.57], [-1.79, -1.19, 0.00], [3.11, 0.38, 0.80], [-0.51, -0.78, 1.31], [-1.61, 1.11, 3.16], [-1.22, 0.25, 2.45]], "mulliken_charge": [-0.054, 0.239, 0.088, -0.205, -0.622, -0.007, -0.696, 0.391, 0.423, 0.365, 0.365, -0.413, -0.729, -1.091, -0.975, 0.376, 0.730, -0.639, 0.377, 0.110, -0.690, 0.657], "e_lumo_ha": [0.204, 0.204], "homo_energy_ha": [0.0782, 0.0779], "relative_energy_ev": 5.468, "total_charge": -2}